# 1
Density functional theory data (the ωB97M-V functional and the def2-TZVPD basis) for an isolated molecule of C19H19NO5.

Cartesian coordinates (Å):
1 C 3.280 3.743 -0.043
2 C 4.257 2.629 0.298
3 O 3.596 1.400 0.068
4 C 4.261 0.231 0.303
5 C 5.566 0.127 0.755
6 C 6.135 -1.123 0.956
7 C 5.410 -2.272 0.710
8 C 4.104 -2.186 0.257
9 C 3.523 -0.944 0.051
10 N 2.215 -0.777 -0.401
11 C 1.293 -1.704 -0.723
12 O 1.422 -2.911 -0.713
13 C -0.016 -1.029 -1.159
14 O -0.064 0.166 -1.350
15 C -1.175 -1.971 -1.291
16 C -2.095 -1.758 -0.081
17 O -1.891 -2.341 0.954
18 C -3.225 -0.821 -0.262
19 C -3.244 0.178 -1.238
20 C -4.335 1.020 -1.319
21 C -5.420 0.880 -0.468
22 C -5.409 -0.112 0.510
23 O -6.408 -0.340 1.401
24 C -7.549 0.482 1.362
25 C -4.301 -0.950 0.609
26 H 3.750 4.708 0.119
27 H 2.396 3.666 0.584
28 H 2.975 3.664 -1.083
29 H 4.564 2.699 1.350
30 H 5.152 2.698 -0.336
31 H 6.150 1.011 0.954
32 H 7.153 -1.186 1.309
33 H 5.857 -3.241 0.869
34 H 3.526 -3.073 0.062
35 H 1.925 0.193 -0.507
36 H -0.786 -2.991 -1.251
37 H -1.724 -1.784 -2.211
38 H -2.403 0.331 -1.893
39 H -4.350 1.803 -2.063
40 H -6.259 1.549 -0.572
41 H -8.198 0.121 2.159
42 H -7.297 1.530 1.550
43 H -8.074 0.398 0.405
44 H -4.284 -1.714 1.370

Atomic forces in eV per Å
0.196 -0.394 0.069
0.091 0.450 0.032
-0.142 -0.345 -0.047
0.008 -0.253 -0.004
-0.146 0.245 -0.047
0.018 -0.170 0.006
0.177 0.116 0.064
-0.126 0.017 -0.040
0.349 -0.057 0.101
-0.195 0.599 -0.031
0.474 0.162 0.089
-0.082 0.039 0.001
-0.139 0.205 -0.198
0.031 -0.360 0.046
-0.111 -0.209 0.130
0.272 -0.158 -0.287
0.002 -0.047 0.042
-0.680 0.341 0.265
0.054 -0.084 0.003
0.039 -0.026 -0.041
-0.210 -0.021 0.196
0.227 -0.028 -0.122
0.239 -0.178 0.007
-0.180 0.131 -0.012
-0.035 0.059 -0.040
0.031 0.113 0.011
-0.081 0.040 0.060
-0.028 0.040 -0.099
0.014 -0.071 -0.132
-0.072 -0.070 0.112
0.005 0.102 0.001
0.086 -0.005 0.029
0.034 -0.093 0.013
-0.028 -0.022 -0.015
-0.072 -0.265 -0.030
-0.158 0.128 -0.022
0.101 0.030 -0.035
0.077 -0.026 -0.066
0.004 0.063 -0.051
-0.089 0.039 0.018
0.012 0.064 -0.072
-0.006 -0.038 -0.023
0.030 0.015 0.032
0.014 -0.080 0.088

Summary:
Gap between HOMO and LUMO in eV: 8.130
Net charge: 0
2S+1: 1
SMILES: CCOc1ccccc1NC(=O)C(=O)CC(=O)c1cccc(OC)c1

natural (NBO) atomic charge list, values in e, 4 entries: C -0.62; C -0.06; O -0.52; C 0.27

=====

# 2
Density functional theory data (the ωB97M-V functional and the def2-TZVPD basis) for a structure of composition C19H20AsN3O6S2TeV.

Cartesian coordinates (Å):
1 V 0.540 0.745 0.864
2 O 1.960 -1.180 -1.491
3 As 1.241 0.401 -1.319
4 O 1.815 1.158 -2.621
5 O 2.485 1.150 0.254
6 C 3.502 0.498 0.782
7 C 4.765 0.543 0.168
8 C 5.852 -0.064 0.760
9 C 5.720 -0.728 1.974
10 C 4.477 -0.809 2.577
11 C 3.383 -0.211 1.983
12 S 1.728 -0.605 2.501
13 O 0.950 0.616 2.792
14 O 1.766 -1.534 3.589
15 O 1.172 -1.200 1.251
16 H 1.697 -1.715 -0.735
17 H 4.832 1.065 -0.775
18 H 6.817 -0.039 0.272
19 H 6.577 -1.205 2.424
20 H 4.316 -1.343 3.501
21 N 1.838 3.562 -0.709
22 N 0.679 4.269 -1.006
23 C -0.493 3.920 -0.448
24 N -1.594 4.589 -0.859
25 S -0.671 2.750 0.752
26 H 2.599 4.193 -0.477
27 H 2.108 2.940 -1.477
28 H 0.649 4.847 -1.848
29 H -1.508 5.458 -1.365
30 H -2.426 4.435 -0.313
31 Te -1.588 -0.551 1.495
32 C -1.422 -2.292 0.235
33 C -1.195 -2.198 -1.133
34 C -1.043 -3.346 -1.894
35 C -1.129 -4.591 -1.293
36 C -1.378 -4.691 0.065
37 C -1.517 -3.545 0.831
38 C -3.349 0.010 0.382
39 C -4.610 -0.288 0.880
40 C -5.741 0.017 0.145
41 C -5.619 0.608 -1.101
42 C -4.363 0.908 -1.603
43 C -3.231 0.625 -0.858
44 H -1.133 -1.228 -1.623
45 H -0.860 -3.269 -2.957
46 H -1.014 -5.486 -1.884
47 H -1.469 -5.663 0.530
48 H -1.697 -3.618 1.896
49 H -4.692 -0.768 1.844
50 H -6.715 -0.221 0.541
51 H -6.502 0.841 -1.677
52 H -4.264 1.352 -2.582
53 H -2.243 0.888 -1.241

Atomic forces in eV per Å
-0.262 1.909 -1.851
0.221 -0.328 -0.235
0.334 -0.193 -1.188
0.081 0.751 -0.497
-0.841 -0.045 0.017
1.220 -0.264 0.184
-0.450 0.123 0.093
-0.003 -0.057 0.009
-0.068 -0.044 0.129
0.099 -0.092 0.187
-0.680 0.081 -0.189
2.257 -2.366 2.164
0.183 0.506 0.749
0.202 0.237 -0.039
-0.127 0.274 -0.064
0.013 -0.280 0.249
0.089 0.016 -0.093
0.006 0.052 -0.032
0.041 -0.026 0.090
0.087 -0.151 0.086
0.263 0.227 -0.199
-0.391 0.090 -0.436
0.326 0.223 -0.602
0.436 0.004 0.068
-0.493 0.350 0.714
-0.277 -0.024 0.010
-0.210 0.072 0.071
0.017 -0.173 0.329
-0.053 -0.062 0.077
-0.045 -0.009 -0.096
-2.537 -1.201 -0.670
0.168 0.055 0.267
-0.014 0.376 0.030
-0.058 -0.039 0.005
-0.055 -0.031 -0.006
-0.018 -0.051 -0.017
-0.019 0.275 0.204
0.363 0.183 0.276
0.340 -0.101 0.220
-0.113 -0.035 -0.059
-0.040 0.039 0.000
0.002 -0.005 -0.065
0.464 0.043 0.010
-0.048 -0.163 0.111
0.036 0.048 -0.030
0.025 -0.102 -0.086
0.037 -0.030 0.045
0.013 -0.058 -0.009
-0.121 -0.040 0.105
-0.125 -0.013 0.047
-0.070 -0.003 -0.063
0.021 0.096 -0.076
-0.227 -0.044 0.053

Summary:
Gap between HOMO and LUMO (spin up / spin down) in eV: 7.435 / 7.002
Net charge: 0
2S+1: 2

natural (NBO) atomic charge list, values in e, 4 entries: V 0.32; O -1.02; As 1.84; O -1.13

=====

# 3
Density functional theory data (the ωB97M-V functional and the def2-TZVPD basis) for a structure of composition C19H20BN8Rb.

Cartesian coordinates (Å):
1 Rb -1.097 -0.918 1.093
2 C -4.168 -0.541 4.352
3 C -4.227 -0.538 2.854
4 C -4.064 -1.666 2.088
5 C -4.177 -1.655 0.723
6 C -4.349 -0.463 0.103
7 C -4.429 0.711 0.841
8 C -4.373 0.656 2.230
9 H -3.848 -1.525 4.645
10 H -5.146 -0.294 4.797
11 H -3.394 0.124 4.735
12 H -4.039 -2.539 2.700
13 H -4.075 -2.647 0.295
14 H -4.532 -0.341 -0.994
15 H -4.607 1.647 0.311
16 H -4.534 1.554 2.839
17 C 2.665 -1.977 1.941
18 C 2.388 -0.729 2.533
19 N 1.954 0.141 1.635
20 N 1.957 -0.544 0.426
21 C 2.448 -1.810 0.575
22 B 1.928 0.114 -0.913
23 N 1.703 -0.946 -1.993
24 C 2.495 -1.459 -2.893
25 C 1.779 -2.279 -3.818
26 C 0.412 -2.156 -3.384
27 N 0.364 -1.463 -2.258
28 N 0.518 1.010 -0.995
29 C 0.175 1.534 -2.173
30 C -0.665 2.659 -1.928
31 C -0.702 2.648 -0.514
32 N -0.054 1.641 0.062
33 N 3.090 1.073 -1.157
34 C 3.639 1.777 -0.229
35 C 4.703 2.701 -0.772
36 C 4.759 2.243 -2.179
37 N 3.788 1.256 -2.406
38 H 3.156 -2.815 2.417
39 H 2.362 -0.359 3.518
40 H 2.746 -2.389 -0.346
41 H 3.498 -1.254 -2.777
42 H 2.224 -2.906 -4.577
43 H -0.530 -2.435 -3.841
44 H 0.443 0.982 -2.996
45 H -1.259 3.268 -2.649
46 H -1.138 3.290 0.278
47 H 3.595 1.706 0.838
48 H 5.171 3.396 -0.073
49 H 5.448 2.516 -2.961

Atomic forces in eV per Å
0.267 0.200 -0.194
-0.108 -0.362 -0.040
0.625 0.327 1.007
-0.674 -0.108 1.482
0.522 -1.804 0.536
-0.631 1.605 -2.426
-0.188 0.272 0.146
-0.530 2.034 -0.954
-0.188 -0.553 0.560
0.488 -0.120 -0.073
-0.212 0.299 -0.063
0.345 -1.100 -0.254
-0.268 0.325 -0.792
0.441 -0.517 1.012
0.111 -0.180 0.242
0.206 -0.240 -0.394
0.847 -0.459 -0.470
-0.849 -0.007 -1.534
-0.059 -0.599 -1.152
1.133 0.077 1.026
0.524 0.029 0.369
-4.495 -0.200 -0.548
-3.391 -0.811 -0.149
-1.208 -2.325 -2.472
0.351 1.138 1.340
2.237 0.558 0.884
0.668 1.776 0.728
2.153 -1.442 0.470
-1.907 2.418 1.786
0.434 -1.082 -0.160
-1.127 0.850 1.538
1.112 0.410 -1.380
1.774 0.477 -0.164
2.104 1.793 -0.370
-1.715 -2.710 -2.009
-2.395 -1.395 2.217
1.972 2.839 1.182
-0.306 -0.034 -0.063
0.347 -0.174 1.189
-0.737 0.423 1.531
2.128 0.167 -0.421
-0.204 0.305 -0.095
0.295 -0.445 0.154
0.573 -0.595 -2.135
0.889 -0.589 0.869
-0.257 -0.034 -1.288
-1.224 -0.421 0.341
0.303 -0.068 -0.898
-0.173 0.049 -0.114

Summary:
Gap between HOMO and LUMO (spin up / spin down) in eV: 8.220 / 4.184
Net charge: +1
2S+1: 2

natural (NBO) atomic charge list, values in e, 4 entries: Rb 0.97; C -0.63; C -0.02; C -0.26

=====

# 4
Density functional theory data (the ωB97M-V functional and the def2-TZVPD basis) for a structure of composition C19H20BeN7S.

Cartesian coordinates (Å):
1 Be -0.652 0.448 0.596
2 N -3.780 -0.540 2.792
3 C -3.131 -0.827 1.626
4 N -2.229 0.075 1.374
5 C -2.359 1.009 2.388
6 N -3.360 0.694 3.239
7 C -1.462 2.131 2.377
8 C -1.442 3.261 3.228
9 N -0.463 4.179 3.044
10 C 0.407 4.078 2.075
11 C 0.402 2.979 1.238
12 N -0.466 2.005 1.498
13 H -4.421 -1.170 3.333
14 H -3.292 -1.717 1.046
15 H -1.949 3.235 4.153
16 H 1.154 4.882 2.012
17 H 1.186 2.857 0.425
18 C -0.180 -4.820 -0.548
19 C -1.094 -3.844 -0.810
20 C -0.886 -2.565 -0.361
21 C 0.216 -2.164 0.366
22 C 0.467 -0.745 0.584
23 C 1.777 -0.402 0.751
24 C 2.810 -1.356 0.783
25 C 2.524 -2.664 0.705
26 C 1.231 -3.158 0.462
27 C 0.968 -4.553 0.131
28 H -0.378 -5.874 -0.797
29 H -2.004 -4.109 -1.370
30 H -1.700 -1.837 -0.599
31 H 1.992 0.650 0.998
32 H 3.857 -1.008 0.953
33 H 3.379 -3.393 0.893
34 H 1.750 -5.280 0.354
35 C 0.059 3.641 -2.424
36 N 0.727 2.258 -2.569
37 C 0.138 1.010 -2.383
38 S -1.283 0.771 -1.340
39 N 0.662 -0.067 -2.922
40 C 2.017 -0.221 -3.452
41 H 0.690 4.298 -1.839
42 H -0.961 3.490 -2.116
43 H -0.006 4.079 -3.467
44 H 1.659 2.188 -2.892
45 H 0.341 -0.968 -2.669
46 H 2.863 -0.362 -2.686
47 H 2.258 0.566 -4.131
48 H 1.963 -1.142 -4.050

Atomic forces in eV per Å
-1.070 0.532 -0.379
0.487 0.705 -0.969
-0.422 -0.859 1.263
0.544 1.344 0.669
-2.891 -2.044 0.688
1.528 -0.566 -0.500
1.007 1.991 1.145
2.364 -0.782 -1.540
-1.763 -0.292 1.584
0.388 0.577 -0.493
1.128 -0.473 -0.376
-0.366 -0.804 -1.789
0.766 1.350 -0.806
-0.062 -0.146 0.023
-1.044 0.566 0.629
-0.360 -0.434 -0.197
-1.251 -0.160 1.139
0.922 -2.852 0.683
-1.521 0.909 -0.605
-3.235 0.329 -0.504
1.317 0.325 -1.030
1.064 -1.648 0.618
-0.236 0.707 0.586
1.421 1.255 0.415
2.155 -2.295 0.906
-0.223 -0.441 -0.110
0.846 2.155 0.423
-0.008 0.620 -0.144
0.461 0.316 0.254
0.923 -0.509 0.208
0.305 -0.405 -0.292
-0.939 -0.453 -0.170
-1.218 0.847 -0.518
-0.334 0.092 -0.209
0.955 -1.526 -2.411
-2.257 -1.170 0.942
-0.560 1.997 1.381
-0.118 1.179 -2.005
1.948 0.291 -0.056
0.769 -0.952 0.188
-0.207 -0.084 0.428
-0.087 -0.004 0.654
0.195 -0.495 1.125
0.848 0.452 -0.629
-1.172 -0.477 0.789
-1.550 0.390 -0.745
0.248 0.625 -0.414
0.302 0.315 0.155

Summary:
Gap between HOMO and LUMO in eV: 6.556
Net charge: +1
2S+1: 1

natural (NBO) atomic charge list, values in e, 4 entries: Be 1.56; N -0.34; C 0.26; N -0.64

=====

# 5
Density functional theory data (the ωB97M-V functional and the def2-TZVPD basis) for a structure of composition C19H20BrN3O9Rb.

Cartesian coordinates (Å):
1 Rb 0.771 -0.048 0.543
2 O 0.933 -1.305 -2.944
3 C 0.356 -0.044 -3.175
4 C 1.356 1.091 -3.300
5 N 2.020 1.362 -2.021
6 C 1.837 2.722 -1.529
7 C 0.347 2.977 -1.311
8 O -0.344 3.435 -2.188
9 O -0.201 2.590 -0.148
10 C 3.409 0.878 -1.914
11 C 3.409 -0.137 -0.769
12 O 3.775 0.262 0.349
13 O 2.864 -1.251 -1.043
14 H 1.642 -1.261 -2.251
15 H -0.363 0.245 -2.389
16 H -0.211 -0.115 -4.109
17 H 0.815 1.980 -3.632
18 H 2.097 0.836 -4.066
19 H 2.185 3.485 -2.240
20 H 2.386 2.826 -0.590
21 H 4.091 1.704 -1.700
22 H 3.692 0.392 -2.849
23 O -3.643 -1.606 2.856
24 C -2.552 -0.982 2.354
25 O -1.884 -1.465 1.481
26 C -2.312 0.362 2.978
27 C -3.330 1.058 3.601
28 C -3.036 2.332 4.089
29 C -1.753 2.814 3.961
30 C -0.789 2.027 3.324
31 N -1.073 0.832 2.823
32 C 0.653 2.534 3.217
33 O 1.158 2.548 2.056
34 O 1.152 2.875 4.287
35 H -3.708 -2.437 2.360
36 H -4.314 0.621 3.685
37 H -3.806 2.926 4.564
38 H -1.465 3.779 4.353
39 H 0.399 2.647 0.668
40 C -0.696 -1.922 5.932
41 C -0.363 -2.588 4.625
42 C -0.988 -3.765 4.216
43 C -0.698 -4.315 2.984
44 C 0.224 -3.644 2.186
45 Br 0.602 -4.286 0.442
46 N 0.845 -2.551 2.551
47 C 0.559 -2.038 3.750
48 H -0.615 -2.625 6.763
49 H -1.720 -1.540 5.915
50 H -0.031 -1.081 6.123
51 H -1.712 -4.243 4.869
52 H -1.170 -5.221 2.632
53 H 1.077 -1.120 4.009

Atomic forces in eV per Å
0.140 -0.476 0.225
-0.054 0.006 0.042
0.005 0.029 -0.076
0.039 -0.031 0.081
-0.016 0.175 -0.221
-0.033 0.004 0.101
-0.184 0.043 0.258
-0.048 -0.011 -0.020
0.132 0.376 -0.255
-0.157 0.048 0.000
0.051 -0.146 0.153
-0.013 -0.108 -0.108
0.029 0.116 0.037
0.051 0.053 -0.063
0.000 -0.118 0.000
-0.024 -0.034 0.021
0.027 0.023 -0.026
0.002 0.009 0.001
0.060 -0.008 -0.004
-0.033 -0.023 0.026
0.027 0.002 -0.020
0.040 0.013 0.005
0.058 -0.063 -0.079
-0.028 0.265 0.100
0.043 -0.065 -0.032
0.003 -0.153 -0.058
0.008 0.078 0.060
-0.039 -0.134 -0.054
-0.059 -0.028 0.104
0.094 0.030 -0.059
-0.010 0.061 -0.066
-0.045 0.026 -0.225
-0.118 -0.053 -0.054
0.056 0.066 0.086
-0.038 0.002 0.036
-0.004 0.034 0.016
-0.002 -0.005 0.002
0.029 -0.016 -0.008
0.069 -0.140 0.097
0.000 -0.042 -0.068
-0.055 0.004 0.018
-0.010 0.035 0.058
0.024 -0.010 -0.077
-0.046 -0.001 0.032
-0.018 -0.008 0.038
0.039 0.104 -0.001
-0.028 0.075 -0.035
-0.002 0.020 0.014
0.007 0.005 0.019
0.002 -0.001 -0.003
0.001 -0.014 -0.024
0.003 0.001 0.012
0.026 -0.017 -0.009

Summary:
Gap between HOMO and LUMO in eV: 7.266
Net charge: -1
2S+1: 1

natural (NBO) atomic charge list, values in e, 4 entries: Rb 0.93; O -0.77; C -0.05; C -0.26

=====

One value per record, in order, for ΔE to the lowest compared entry with this formula, charge and spin: 75.4 200.9 128.7 138.1 43.2 kJ/mol.
One value per record, in order, for total energy: -1166.37706 -5595.87780 -1222.73937 -1532.09093 -4175.77370 a.u..